Run a
DFT (ωB97M-V with the def2-TZVPD basis set) results for an isolated ion of composition C2H5N2 and charge +1.

```
9
Properties=species:S:1:pos:R:3
C 1.18 -1.70 0.66
N 0.40 -0.62 0.15
N -0.42 0.03 -0.38
C -0.80 1.36 -0.41
H 1.93 -1.87 -0.09
H 0.67 -2.03 1.56
H -0.98 1.43 -1.45
H -0.14 1.91 0.14
H -1.83 1.48 -0.18
```

Output
Charge ... +1
Orbital gap ... 0.3625 Eh
SMILES ... C=[N+]=NC

Atomic partial charges in e from the natural (NBO) method, atoms 1 to 5:
1. C -0.1314
2. N 0.1007
3. N 0.1009
4. C -0.4786
5. H 0.2849



Run b
DFT (ωB97M-V with the def2-TZVPD basis set) results for an isolated ion of composition C2H5N2 and charge +1.

```
9
Properties=species:S:1:pos:R:3
C 0.43 -0.95 0.39
C -0.41 -0.07 -0.48
N 0.46 1.04 1.18
N -0.21 1.17 0.20
H 0.17 -1.79 1.01
H 0.14 0.08 -1.53
H 1.33 -1.20 -0.09
H -1.38 -0.45 -0.69
H -0.52 2.17 0.00
```

Output
Charge ... +1
Orbital gap (alpha / beta) ... 0.3401 / 0.3403 Eh

Atomic partial charges in e from the natural (NBO) method, atoms 1 to 5:
1. C -0.0453
2. C -0.3092
3. N 0.0822
4. N -0.1769
5. H 0.2538



It is run a that is the most stable of them.



Run a
DFT (ωB97M-V with the def2-TZVPD basis set) results for a 2-piece molecular cluster, C5H5F overall.

```
11
Properties=species:S:1:pos:R:3
C -3.64 0.34 0.37
C -2.43 0.35 0.26
C -1.07 0.47 0.42
C 0.03 1.07 -0.05
C 1.38 1.07 0.54
F -0.06 1.75 -1.26
H -4.68 0.19 0.43
H -0.09 0.26 2.77
H 1.63 1.95 1.14
H 2.13 0.91 -0.17
H 1.33 0.20 1.30
```

Output
Orbital gap (alpha / beta) ... 0.3077 / 0.2907 Eh

Atomic partial charges in e from the natural (NBO) method, atoms 1 to 5:
1. C -0.1286
2. C -0.1275
3. C -0.0340
4. C 0.3599
5. C -0.6776



Run b
DFT (ωB97M-V with the def2-TZVPD basis set) results for C5H5F in the gas phase.

```
11
Properties=species:S:1:pos:R:3
F 0.15 -1.51 -1.71
C 0.38 -0.35 -0.99
C -0.82 0.74 -0.70
C -0.96 0.67 0.67
C 0.05 -0.15 1.26
C 0.92 -0.65 0.28
H 1.02 0.31 -1.41
H -1.35 1.30 -1.51
H -1.61 1.19 1.35
H 0.20 -0.41 2.38
H 2.00 -1.15 0.38
```

Output
Orbital gap ... 0.3263 Eh
SMILES ... FC1C=CC=C1

Atomic partial charges in e from the natural (NBO) method, atoms 1 to 5:
1. F -0.3336
2. C 0.1275
3. C -0.2097
4. C -0.2405
5. C -0.2195



Run c
DFT (ωB97M-V with the def2-TZVPD basis set) results for a 2-piece molecular cluster, C5H5F overall.

```
11
Properties=species:S:1:pos:R:3
C 0.79 -1.54 -1.06
C -0.51 0.30 0.50
C -1.56 0.98 0.59
C -2.84 1.38 0.63
C 2.25 -1.16 -0.78
F 0.55 0.24 1.35
H -3.51 0.89 1.20
H -3.14 2.41 0.16
H 2.46 -0.50 -0.05
H 2.57 -0.92 -1.82
H 2.94 -2.08 -0.72
```

Output
Orbital gap (alpha / beta) ... 0.3141 / 0.2810 Eh

Atomic partial charges in e from the natural (NBO) method, atoms 1 to 5:
1. C 0.2378
2. C 0.3784
3. C -0.1867
4. C -0.3445
5. C -0.9149



It is run b that is the most stable of them.



Run a
DFT (ωB97M-V with the def2-TZVPD basis set) results for an isolated ion of composition C6H8N and charge +1.

```
15
Properties=species:S:1:pos:R:3
C 3.14 -0.04 0.45
N 2.28 0.52 -0.20
C 1.35 1.20 -0.62
C -0.09 1.02 0.06
C -1.22 1.60 0.45
C -1.13 0.11 0.57
C -1.98 -0.67 -0.42
H 3.71 -0.97 0.26
H 3.44 0.47 1.44
H 1.47 2.09 -1.31
H -1.57 2.31 1.10
H -1.09 -0.23 1.54
H -1.43 -0.78 -1.38
H -2.95 -0.05 -0.61
H -2.36 -1.69 -0.17
```

Output
Charge ... +1
Orbital gap ... 0.3111 Eh
SMILES ... C=[N+]=CC1=C[C@H]1C

Atomic partial charges in e from the natural (NBO) method, atoms 1 to 5:
1. C 0.0822
2. N -0.2558
3. C 0.2361
4. C -0.0819
5. C -0.0395



Run b
DFT (ωB97M-V with the def2-TZVPD basis set) results for an isolated ion of composition C6H8N and charge +1.

```
15
Properties=species:S:1:pos:R:3
C 0.28 -1.88 -1.42
C 0.62 -0.47 0.55
C -0.52 -2.01 -2.40
C 1.19 -1.46 -0.41
C -0.24 1.62 1.96
C 0.35 0.49 1.23
N -0.91 2.42 1.00
H -0.24 -1.58 -3.40
H -1.29 -2.76 -2.57
H 1.75 -2.19 0.13
H 1.75 -1.02 -1.33
H -1.02 1.38 2.71
H 0.63 2.03 2.56
H -1.85 2.14 0.79
H -0.51 3.28 0.61
```

Output
Charge ... +1
Orbital gap ... 0.2177 Eh

Atomic partial charges in e from the natural (NBO) method, atoms 1 to 5:
1. C 0.5082
2. C -0.1492
3. C -0.4895
4. C -0.5271
5. C -0.3233



It is run a that is the most stable of them.



Run a
DFT (ωB97M-V with the def2-TZVPD basis set) results for C8H17N5O3 as an isolated structure.

```
33
Properties=species:S:1:pos:R:3
C -4.09 0.29 -0.60
C -3.28 0.29 0.69
C -0.84 -0.69 -0.13
C 0.02 -1.54 0.44
C 0.03 0.51 -0.65
C 0.72 1.52 0.33
C 2.02 2.00 -0.18
C 3.28 -0.31 0.19
H -3.20 -1.72 -0.75
H -4.25 -1.40 -1.94
H -5.20 0.61 -0.41
H -3.71 1.03 -1.60
H -1.78 -0.98 1.71
H -1.37 -1.08 -1.07
H -0.81 1.16 -0.99
H 0.51 -0.08 -1.39
H 1.03 0.95 1.19
H 0.12 2.49 0.68
H 2.24 2.70 0.61
H 1.80 2.62 -1.03
H 3.20 0.86 -1.45
H 4.02 -0.95 -1.62
H 3.56 0.20 2.28
H 3.01 -1.58 1.97
H 2.03 -1.66 0.01
N -4.23 -1.24 -0.84
N -1.99 -0.48 0.69
N 2.84 0.78 -0.33
N 3.92 -1.22 -0.59
N 2.91 -0.42 1.58
O -3.53 0.91 1.79
O 0.08 -1.59 1.71
O 0.91 -2.00 -0.33
```

Output
Orbital gap ... 0.3256 Eh

Atomic partial charges in e from the natural (NBO) method, atoms 1 to 5:
1. C -0.3435
2. C 0.6781
3. C -0.1388
4. C 0.7551
5. C -0.4201



Run b
DFT (ωB97M-V with the def2-TZVPD basis set) results for C8H17N5O3 in the gas phase.

```
33
Properties=species:S:1:pos:R:3
H -6.74 -0.27 -0.87
N -6.12 -0.52 -0.12
C -5.12 0.28 -0.06
N -4.80 1.33 -0.93
N -4.13 0.14 0.90
C -2.76 0.37 0.61
C -2.13 -0.59 -0.41
C -0.69 -0.30 -0.70
C 0.30 -0.74 0.40
N 0.44 0.06 1.61
C 1.71 -0.92 -0.19
O 1.89 -1.41 -1.28
N 2.80 -0.48 0.56
C 4.15 -0.69 0.11
C 4.95 0.64 -0.10
O 6.14 0.73 -0.16
O 4.15 1.70 -0.33
H -5.60 1.61 -1.49
H -4.43 2.18 -0.42
H -4.28 -0.68 1.47
H -2.67 1.42 0.24
H -2.22 0.29 1.58
H -2.72 -0.50 -1.32
H -2.24 -1.64 -0.05
H -0.42 -0.94 -1.55
H -0.54 0.77 -0.97
H -0.04 -1.77 0.63
H -0.28 -0.20 2.32
H 0.40 1.07 1.41
H 2.61 -0.28 1.52
H 4.70 -1.21 0.87
H 4.10 -1.29 -0.80
H 3.23 1.34 -0.42
```

Output
Orbital gap ... 0.3476 Eh
SMILES ... [H]/N=C(\N)NCCC[C@H](N)C(=O)NCC(=O)O

Atomic partial charges in e from the natural (NBO) method, atoms 1 to 5:
1. H 0.3331
2. N -0.7547
3. C 0.5776
4. N -0.8519
5. N -0.6330



It is run b that is the most stable of them.



Run a
DFT (ωB97M-V with the def2-TZVPD basis set) results for C7H14O2 in the gas phase.

```
23
Properties=species:S:1:pos:R:3
C -0.34 1.89 0.27
C -0.11 0.61 0.04
C -1.07 -0.49 -0.06
O -2.40 0.14 -0.41
C -3.50 -0.67 -0.13
C 1.38 -0.07 -0.19
C 2.46 1.01 -0.06
C 1.69 -1.21 0.77
O 1.42 -0.62 -1.49
H 0.43 2.64 0.29
H -1.36 2.24 0.36
H -0.85 -1.18 -0.88
H -1.16 -1.03 0.89
H -4.40 -0.06 -0.25
H -3.48 -1.07 0.90
H -3.54 -1.53 -0.81
H 2.27 1.84 -0.74
H 2.50 1.39 0.96
H 3.43 0.59 -0.31
H 2.72 -1.54 0.63
H 1.06 -2.07 0.57
H 1.56 -0.88 1.80
H 1.29 0.09 -2.13
```

Output
Orbital gap ... 0.3849 Eh
SMILES ... C=C(COC)C(C)(C)O

Atomic partial charges in e from the natural (NBO) method, atoms 1 to 5:
1. C -0.3991
2. C -0.0235
3. C -0.1226
4. O -0.5584
5. C -0.2391



Run b
DFT (ωB97M-V with the def2-TZVPD basis set) results for C7H14O2 in the gas phase.

```
23
Properties=species:S:1:pos:R:3
C -1.91 -1.40 -0.37
C -0.59 -1.26 -0.49
C 0.11 -0.10 -1.16
C -0.52 0.23 -2.53
O 1.45 -0.49 -1.32
O 0.09 1.13 -0.42
C -0.43 1.15 0.88
C 0.29 0.16 1.91
C 1.79 0.40 1.95
H -2.34 -2.29 0.04
H -2.60 -0.63 -0.67
H 0.09 -2.06 -0.22
H -1.56 0.51 -2.41
H -0.45 -0.64 -3.17
H 0.02 1.06 -2.97
H 1.93 0.26 -1.68
H -0.30 2.18 1.21
H -1.50 0.87 0.89
H 0.09 -0.91 1.79
H -0.16 0.41 2.87
H 2.25 0.12 1.01
H 2.00 1.46 2.12
H 2.25 -0.17 2.75
```

Output
Orbital gap ... 0.3942 Eh
SMILES ... C=C[C@](C)(O)OCCC

Atomic partial charges in e from the natural (NBO) method, atoms 1 to 5:
1. C -0.3883
2. C -0.2132
3. C 0.4676
4. C -0.6244
5. O -0.7215



It is run b that is the most stable of them.



Run a
DFT (ωB97M-V with the def2-TZVPD basis set) results for C2H8N4O in the gas phase.

```
15
Properties=species:S:1:pos:R:3
N -1.88 0.15 -1.01
C -1.19 0.80 -0.10
O -1.40 1.66 0.70
C 0.38 -0.08 0.04
N 0.81 -1.02 -0.99
N 1.32 1.01 0.14
N 0.32 -0.83 1.29
H -2.83 0.43 -1.24
H -1.00 -0.60 -0.95
H 1.51 -1.66 -0.61
H 1.18 -0.51 -1.78
H 2.17 0.71 0.61
H 0.93 1.79 0.66
H -0.33 -1.61 1.20
H -0.01 -0.24 2.04
```

Output
Orbital gap ... 0.3605 Eh
SMILES ... NC(=O)C(N)(N)N

Atomic partial charges in e from the natural (NBO) method, atoms 1 to 5:
1. N -0.8871
2. C 0.6669
3. O -0.6283
4. C 0.2717
5. N -0.8661



Run b
DFT (ωB97M-V with the def2-TZVPD basis set) results for C2H8N4O in the gas phase.

```
15
Properties=species:S:1:pos:R:3
H 1.63 -2.23 1.56
N 1.20 -1.51 0.97
C -0.09 -1.63 0.99
O -0.99 -1.41 -0.08
N -0.47 -0.27 -0.78
N -0.50 -0.19 -2.15
N -0.74 0.90 -0.01
C 0.41 1.67 0.43
H -0.57 -2.38 1.64
H 0.46 -0.14 -2.50
H -0.96 0.69 -2.39
H -1.50 0.83 0.65
H 0.57 1.54 1.50
H 0.22 2.73 0.24
H 1.34 1.39 -0.07
```

Output
Orbital gap ... 0.3197 Eh
SMILES ... [H]/N=C/ON(N)NC

Atomic partial charges in e from the natural (NBO) method, atoms 1 to 5:
1. H 0.3600
2. N -0.6852
3. C 0.3958
4. O -0.3647
5. N 0.0555



It is run a that is the most stable of them.